Entry 1:
{
  "formula": "C36H51ClN7O9S3",
  "method": "ωB97M-V/def2-TZVPD",
  "species": ["C", "C", "O", "O", "C", "C", "C", "C", "N", "C", "C", "C", "N", "C", "C", "C", "C", "S", "O", "O", "Cl", "C", "N", "C", "C", "C", "O", "C", "C", "C", "S", "C", "S", "N", "C", "C", "N", "C", "H", "H", "H", "H", "H", "H", "H", "H", "H", "H", "H", "H", "H", "H", "H", "H", "H", "H", "H", "H", "H", "H", "H", "H", "H", "H", "H", "H", "H", "H", "H", "H", "H", "H", "H", "H", "H", "H", "H", "H", "H", "C", "C", "C", "C", "C", "C", "N", "O", "O", "H", "H", "H", "H", "H", "C", "C", "C", "C", "C", "C", "N", "O", "O", "H", "H", "H", "H", "H"],
  "xyz": [[5.555, 2.566, 0.061], [5.826, 1.249, -0.846], [6.714, 0.466, -0.393], [5.169, 0.991, -2.085], [3.883, 0.312, -1.864], [3.236, -0.167, -3.258], [1.763, -0.822, -3.092], [0.827, 0.159, -2.189], [-0.638, 0.148, -2.654], [-0.513, 1.128, -3.819], [-1.436, 2.303, -3.163], [-2.905, 1.853, -3.747], [-1.263, 2.229, -1.647], [-2.448, 3.053, -1.234], [-2.023, 3.815, 0.158], [-2.226, 5.405, -0.026], [-1.311, 6.308, 0.944], [-0.131, 7.422, 0.000], [-0.844, 8.646, -0.535], [0.928, 7.899, 0.974], [0.822, 6.448, -1.568], [-1.241, 0.789, -1.437], [-1.572, -0.026, -0.450], [-2.104, 0.535, 0.826], [-0.867, 1.126, 1.720], [-0.703, 0.190, 3.050], [0.569, 0.442, 3.705], [-1.437, -1.535, -0.502], [-2.811, -2.213, -1.084], [-2.744, -2.535, -2.658], [-4.420, -2.106, -3.409], [-5.521, -3.611, -3.234], [-4.949, -5.147, -3.624], [-6.902, -3.502, -2.753], [-7.437, -2.544, -1.782], [-8.960, -2.775, -1.617], [-9.247, -3.901, -2.501], [-8.050, -4.329, -3.155], [4.955, 2.308, 1.009], [6.577, 2.953, 0.431], [5.037, 3.399, -0.522], [3.227, 1.063, -1.291], [4.107, -0.584, -1.189], [3.242, 0.730, -3.975], [3.952, -0.948, -3.698], [1.914, -1.797, -2.513], [1.348, -0.954, -4.146], [0.907, -0.273, -1.114], [1.251, 1.227, -2.111], [-0.957, 0.523, -4.679], [0.534, 1.430, -4.155], [-1.209, 3.312, -3.650], [-2.859, 1.500, -4.829], [-3.541, 2.822, -3.754], [-3.449, 1.131, -3.037], [-2.689, 3.922, -1.957], [-3.395, 2.447, -1.000], [-0.880, 3.661, 0.285], [-2.563, 3.377, 1.065], [-3.332, 5.630, 0.159], [-2.006, 5.769, -1.106], [-2.032, 7.036, 1.484], [-0.710, 5.728, 1.720], [-2.513, -0.349, 1.455], [-2.975, 1.262, 0.722], [0.075, 1.016, 1.083], [-1.064, 2.177, 2.113], [-0.826, -0.911, 2.771], [-1.597, 0.488, 3.726], [1.129, 1.032, 3.148], [-1.345, -1.944, 0.576], [-0.499, -1.883, -1.049], [-3.088, -3.153, -0.472], [-3.630, -1.423, -0.936], [-2.608, -3.666, -2.837], [-1.919, -1.992, -3.229], [-6.806, -1.761, -1.244], [-9.713, -2.220, -0.966], [-7.998, -5.189, -3.903], [6.038, 0.260, 5.849], [4.829, 0.942, 5.746], [4.115, 0.917, 4.553], [4.622, 0.201, 3.468], [5.836, -0.478, 3.563], [6.543, -0.445, 4.760], [3.863, 0.150, 2.217], [2.808, 0.774, 2.159], [4.321, -0.513, 1.300], [6.590, 0.277, 6.785], [4.441, 1.490, 6.598], [3.175, 1.452, 4.486], [6.239, -1.033, 2.723], [7.488, -0.972, 4.846], [2.930, -5.734, 2.144], [2.014, -5.996, 1.130], [0.726, -5.475, 1.202], [0.368, -4.688, 2.297], [1.279, -4.428, 3.320], [2.564, -4.956, 3.239], [-0.978, -4.116, 2.366], [-1.759, -4.378, 1.458], [-1.246, -3.403, 3.323], [3.936, -6.138, 2.081], [2.305, -6.604, 0.280], [0.022, -5.686, 0.405], [1.007, -3.821, 4.176], [3.281, -4.758, 4.028]],
  "atomic_forces_ev_per_a": [[0.04, 0.02, -0.57], [3.12, -1.91, 2.43], [-3.86, 2.91, -2.46], [-0.05, 0.14, 1.77], [-0.34, -0.31, 0.38], [0.75, 0.23, 0.36], [0.96, 1.37, 0.54], [1.75, -2.01, 1.17], [2.68, 1.74, 2.41], [-1.61, 0.10, 0.71], [0.26, -1.74, -4.18], [-0.74, 1.95, 1.11], [-2.60, -2.16, -2.25], [-0.52, 1.61, 3.69], [0.97, 0.69, -1.05], [-0.23, -0.01, 0.08], [-1.38, -0.59, -0.08], [1.17, 6.86, 3.01], [1.01, -4.48, 0.47], [-2.54, -2.76, -2.58], [-0.70, -0.13, 0.64], [0.53, -0.07, -2.90], [-0.34, 1.35, -0.30], [0.16, -0.12, 2.44], [-0.44, -1.29, 0.61], [-0.45, 1.03, -0.81], [-1.23, 0.21, -0.83], [-0.59, -1.84, 0.37], [0.50, 0.74, -0.17], [-0.41, -1.49, 0.48], [-0.70, -0.72, 0.46], [0.05, -2.10, 0.33], [-0.71, 2.37, 0.50], [-1.80, 1.08, 0.76], [-3.55, -0.28, 0.19], [5.79, -1.76, -2.78], [4.24, 0.45, -0.70], [-2.30, 2.32, 2.47], [0.79, 0.22, -1.67], [-1.61, -0.80, -0.78], [0.59, -1.20, 0.83], [0.66, -1.22, -0.82], [-0.58, 1.14, -0.93], [-0.22, -1.26, 1.01], [-1.10, 1.13, 0.56], [-0.55, 1.17, -1.14], [0.38, -0.11, 1.59], [-0.20, 0.78, -1.66], [-0.80, -1.51, -0.40], [0.26, 1.54, 0.93], [-1.23, -0.50, 1.08], [-0.06, -1.25, 1.42], [0.10, 0.30, 1.70], [0.71, -1.72, -0.05], [0.90, 0.75, -1.30], [0.62, -1.97, 0.84], [1.43, 0.79, -0.87], [-1.92, 0.03, -0.11], [0.69, 0.96, -1.26], [1.57, -0.05, -0.21], [-0.36, -0.95, 1.64], [1.71, -0.75, -0.92], [-0.61, 0.83, -1.26], [0.50, 1.37, -1.37], [1.39, -0.99, -0.32], [-1.11, 0.55, 0.95], [0.48, -1.38, -0.93], [0.40, 1.36, 0.45], [1.59, -0.63, -0.77], [-0.63, -0.82, 0.44], [-0.02, 1.18, -1.66], [-1.40, 0.77, 0.53], [0.59, 1.56, -1.02], [1.07, -1.23, -0.06], [-0.13, 1.74, 0.27], [-1.41, -0.46, 0.81], [-0.79, -1.47, -1.16], [1.28, -1.11, -1.17], [0.07, 1.62, 1.34], [-0.02, -0.01, -0.05], [0.08, -0.12, -0.18], [-0.10, 0.06, 0.00], [0.36, 0.05, 0.70], [0.09, -0.13, -0.13], [-0.24, 0.13, 0.01], [0.16, -0.31, -0.18], [0.45, -0.07, -0.38], [-0.49, 0.43, 0.51], [-0.07, 0.01, -0.13], [0.01, -0.06, -0.15], [0.12, -0.15, -0.10], [-0.20, 0.16, 0.00], [-0.13, 0.06, -0.07], [-0.03, 0.03, 0.01], [-0.04, 0.15, 0.19], [-0.04, -0.01, -0.12], [0.76, -0.33, -0.05], [0.00, 0.10, 0.12], [-0.15, -0.06, -0.23], [-0.32, 0.07, 0.22], [0.32, 0.28, 0.32], [0.07, -0.28, -0.62], [-0.14, 0.04, 0.01], [-0.09, 0.07, 0.10], [-0.03, 0.11, 0.22], [-0.14, -0.07, -0.20], [-0.14, 0.00, -0.07]],
  "lowdin_charge": [0.0048, -0.3920, 0.0478, -0.0802, -0.1802, -0.1510, -0.1407, -0.2022, -0.0361, -0.0996, -0.2473, -0.0542, 0.0420, -0.1624, -0.1681, -0.2271, -0.2341, 0.4284, -0.3800, -0.3958, 0.3410, -0.1822, -0.0138, -0.1022, -0.1156, -0.2205, -0.1048, -0.0872, -0.1864, -0.4444, 0.7902, -0.9556, 0.6577, -0.1757, -0.0624, -0.0809, -0.0022, -0.1072, 0.0733, 0.1031, 0.0841, 0.1227, 0.1281, 0.1229, 0.1288, 0.1186, 0.1172, 0.1232, 0.1280, 0.1278, 0.1314, 0.1611, 0.0955, 0.0904, 0.0847, 0.1307, 0.1338, 0.1166, 0.1039, 0.1268, 0.0994, 0.1326, 0.1163, 0.1426, 0.1175, 0.1158, 0.1046, 0.0949, 0.1406, 0.0450, 0.1180, 0.1283, 0.1227, 0.0913, 0.0650, 0.0717, 0.0945, 0.1022, 0.1240, -0.0576, -0.0549, 0.0062, -0.1402, 0.0100, -0.0544, -0.3147, 0.0225, 0.0750, 0.1138, 0.1139, 0.1135, 0.1243, 0.1141, -0.0602, -0.0607, -0.0037, -0.1490, 0.0042, -0.0572, -0.3403, 0.0492, 0.0681, 0.1133, 0.1123, 0.1181, 0.1228, 0.1127],
  "lumo_ev": -3.144,
  "homo_ha": -0.3832,
  "fmax_ev_per_a": 7.585,
  "e_tot_ev": -112023.1530,
  "charge": 1,
  "gap_ev": 7.28
}

---

Entry 2:
{
  "formula": "C30H32FMnN5O8",
  "method": "ωB97M-V/def2-TZVPD",
  "species": ["Mn", "C", "O", "C", "C", "C", "C", "C", "C", "O", "C", "O", "C", "H", "H", "H", "H", "H", "H", "H", "H", "H", "C", "C", "N", "C", "C", "C", "O", "O", "C", "O", "C", "C", "C", "F", "C", "C", "C", "N", "C", "C", "N", "C", "C", "H", "H", "H", "H", "H", "H", "H", "H", "H", "H", "H", "H", "H", "H", "H", "H", "H", "H", "C", "N", "C", "C", "C", "O", "N", "C", "O", "H", "H", "H", "H", "H"],
  "xyz": [[-0.099, -0.067, -0.045], [0.145, -0.034, 7.090], [1.456, -0.045, 6.586], [1.636, 0.015, 5.236], [2.981, 0.002, 4.812], [3.275, 0.021, 3.479], [2.275, 0.064, 2.486], [2.571, 0.009, 1.085], [3.973, 0.000, 0.516], [1.656, -0.057, 0.226], [0.890, 0.138, 2.909], [-0.097, 0.265, 2.117], [0.630, 0.091, 4.307], [0.248, -0.046, 8.174], [-0.419, -0.915, 6.770], [-0.393, 0.867, 6.785], [3.757, -0.033, 5.561], [4.313, -0.010, 3.187], [4.751, -0.053, 1.269], [4.107, 0.900, -0.085], [4.043, -0.854, -0.158], [-0.413, 0.114, 4.575], [-4.558, 5.771, 1.710], [-4.054, 5.580, 0.279], [-2.950, 4.652, 0.191], [-3.230, 3.348, -0.124], [-2.278, 2.404, -0.332], [-2.717, 1.007, -0.720], [-3.856, 0.822, -1.125], [-1.809, 0.106, -0.618], [-0.887, 2.745, -0.225], [0.075, 1.915, -0.471], [-0.600, 4.090, 0.140], [0.751, 4.504, 0.277], [1.048, 5.810, 0.571], [2.374, 6.167, 0.642], [0.065, 6.758, 0.806], [-1.289, 6.339, 0.713], [-1.631, 5.046, 0.361], [0.287, 8.154, 1.040], [1.551, 8.526, 1.627], [1.440, 9.956, 2.154], [1.120, 10.842, 0.999], [-0.177, 10.437, 0.392], [-0.027, 8.998, -0.097], [-5.402, 6.458, 1.718], [-3.774, 6.169, 2.349], [-4.876, 4.815, 2.118], [-3.752, 6.540, -0.150], [-4.869, 5.190, -0.335], [-4.270, 3.083, -0.239], [1.533, 3.782, 0.115], [-2.035, 7.083, 0.929], [2.397, 8.480, 0.918], [1.764, 7.845, 2.451], [2.376, 10.281, 2.609], [0.627, 10.027, 2.877], [1.853, 10.704, 0.289], [1.116, 11.828, 1.274], [-0.427, 11.117, -0.423], [-0.947, 10.482, 1.164], [0.748, 8.962, -0.888], [-0.966, 8.655, -0.531], [-2.300, -4.726, 0.762], [-1.042, -4.164, 0.327], [0.018, -4.916, -0.066], [1.126, -4.350, -0.575], [1.173, -2.907, -0.780], [2.108, -2.339, -1.334], [0.107, -2.196, -0.289], [-0.925, -2.768, 0.354], [-1.754, -2.106, 0.966], [-2.260, -5.814, 0.743], [-3.098, -4.382, 0.100], [-2.538, -4.373, 1.767], [-0.077, -5.986, 0.072], [1.986, -4.935, -0.857]],
  "atomic_forces_ev_per_a": [[-1.01, 0.44, 0.75], [-0.27, 0.01, 0.09], [0.44, 0.02, -0.48], [-0.40, 0.05, -0.13], [0.48, -0.01, -0.19], [0.09, -0.02, 0.49], [-0.34, -0.05, -0.82], [-0.04, -0.04, 0.80], [-0.38, -0.07, 0.06], [2.64, 0.23, -0.20], [-0.06, 0.13, -0.48], [0.03, -0.20, -0.39], [-0.13, -0.03, 0.53], [-0.07, 0.00, -0.05], [0.02, 0.02, -0.04], [-0.01, 0.00, -0.01], [0.09, -0.03, 0.06], [0.08, -0.01, -0.01], [0.00, 0.02, 0.01], [-0.04, 0.02, 0.02], [-0.05, -0.02, -0.02], [-0.13, 0.00, 0.10], [0.15, 0.01, -0.25], [-0.29, 0.24, 0.31], [0.12, -0.48, -0.16], [0.27, -0.28, -0.17], [-0.04, -0.21, 0.04], [-0.62, 1.22, -0.11], [0.43, -0.17, 0.20], [-0.64, -1.03, -0.55], [-0.54, 0.53, 0.18], [0.26, -0.79, 0.23], [0.18, -0.49, -0.07], [0.05, 0.02, -0.02], [-0.02, 0.07, 0.02], [-0.25, 0.02, -0.06], [0.12, -0.15, -0.02], [0.01, 0.08, -0.05], [0.11, 0.18, -0.09], [0.23, -0.03, -0.17], [-0.15, 0.24, 0.20], [0.32, -0.71, 0.50], [0.19, 0.37, -0.04], [-0.62, -0.42, -0.60], [-0.06, 0.17, 0.22], [-0.08, 0.04, 0.05], [0.07, 0.03, 0.09], [-0.06, -0.07, 0.06], [0.00, -0.09, -0.06], [0.16, 0.04, -0.02], [-0.09, 0.01, 0.00], [0.09, -0.06, 0.01], [-0.22, 0.06, 0.11], [-0.04, -0.05, 0.07], [0.10, 0.12, -0.03], [-0.04, 0.11, -0.10], [0.04, 0.14, -0.11], [-0.13, 0.19, 0.18], [0.03, -0.22, -0.09], [0.13, 0.05, 0.08], [0.15, 0.11, 0.01], [-0.03, -0.06, 0.01], [0.04, 0.11, -0.06], [-0.33, 0.14, 0.21], [0.03, 0.12, -0.06], [0.36, 0.02, -0.20], [-0.04, -0.20, 0.03], [0.26, 0.24, -0.08], [0.15, -0.19, -0.13], [-0.09, 1.09, -0.03], [-0.66, -0.08, 0.58], [-0.07, -0.26, -0.03], [0.14, 0.05, -0.02], [0.01, -0.08, 0.06], [0.01, -0.10, -0.05], [-0.05, 0.02, -0.03], [-0.01, -0.04, -0.06]],
  "mulliken_spin": [3.8829, -0.0002, 0.0014, 0.0009, 0.0106, -0.0062, 0.0164, 0.0201, 0.0001, -0.0044, 0.0134, 0.0633, 0.0157, 0.0000, 0.0000, 0.0001, 0.0007, -0.0012, -0.0014, 0.0005, 0.0004, 0.0009, 0.0045, 0.0253, 0.0208, 0.1611, -0.0513, 0.0098, 0.0102, 0.0316, 0.1539, 0.0512, -0.0623, 0.3475, -0.1250, -0.0017, 0.1555, 0.1305, -0.0577, 0.0100, 0.0337, 0.0076, 0.0017, 0.0023, 0.0370, -0.0002, -0.0025, 0.0027, -0.0073, 0.0060, 0.0209, 0.0508, 0.0582, -0.0044, -0.0110, -0.0008, 0.0001, 0.0005, 0.0002, 0.0020, 0.0018, -0.0050, -0.0046, 0.0004, -0.0005, 0.0011, -0.0020, 0.0100, 0.0042, -0.0406, 0.0021, 0.0086, -0.0002, 0.0003, -0.0002, -0.0001, -0.0004],
  "lumo_ev": [-1.438, -1.447],
  "homo_ha": [-0.1601, -0.2591],
  "e_above_lowest_kcal_mol": 7.7,
  "fmax_ev_per_a": 2.654,
  "s2": 8.820,
  "multiplicity": 6,
  "e_tot_ev": -89497.2473,
  "gap_ev": [2.92, 5.60]
}

---

Entry 3:
{
  "formula": "C3H4N2S",
  "method": "ωB97M-V/def2-TZVPD",
  "species": ["C", "C", "C", "N", "N", "S", "H", "H", "H", "H"],
  "xyz": [[1.789, 0.861, -0.420], [-0.398, -1.662, 0.974], [-0.472, -0.803, 0.026], [1.316, 1.339, -1.353], [-1.427, 1.552, -0.294], [-1.402, 0.169, -0.922], [0.680, -2.169, 0.971], [-1.070, -2.097, 1.681], [-1.365, 2.202, -1.078], [2.350, 0.608, 0.412]],
  "atomic_forces_ev_per_a": [[-0.41, 1.33, -1.78], [4.12, -2.37, 0.12], [-2.47, 1.11, -1.28], [0.50, -0.31, 0.47], [0.03, 1.56, 0.10], [0.91, -2.07, 0.37], [-2.16, 0.83, 0.46], [-0.70, 0.28, 0.23], [-0.34, 0.31, 0.16], [0.52, -0.66, 1.16]],
  "nbo_charge": [0.0946, -0.4256, -0.3402, -0.3227, -1.0029, 0.9757, 0.2071, 0.2287, 0.3614, 0.2239],
  "lumo_ev": -0.272,
  "homo_ha": -0.3173,
  "e_above_lowest_kcal_mol": 122.1,
  "fmax_ev_per_a": 4.754,
  "e_tot_ev": -16986.1952,
  "gap_ev": 8.36
}

---

Entry 4:
{
  "formula": "C7H8N2S",
  "method": "ωB97M-V/def2-TZVPD",
  "species": ["C", "C", "N", "N", "C", "C", "C", "C", "C", "S", "H", "H", "H", "H", "H", "H", "H", "H"],
  "xyz": [[2.392, -0.259, -0.733], [1.844, 0.061, 0.603], [2.131, -0.688, 1.842], [1.377, 1.456, 0.792], [0.411, 0.590, 0.613], [-1.034, 0.565, 0.517], [-1.840, 1.678, 0.258], [-3.240, 1.467, 0.102], [-3.490, 0.091, 0.139], [-1.998, -0.848, 0.192], [3.573, -0.167, -0.570], [1.973, 0.463, -1.461], [2.217, -1.249, -1.004], [2.584, -0.114, 2.499], [1.162, -0.621, 2.246], [-1.474, 2.697, -0.001], [-3.836, 2.209, -0.387], [-4.492, -0.302, 0.034]],
  "atomic_forces_ev_per_a": [[3.53, 1.64, 1.06], [-3.51, 0.30, 0.77], [-2.47, -0.47, -1.11], [-2.18, -0.98, -0.11], [2.91, 1.33, -0.14], [-0.92, 1.13, -1.39], [0.40, 1.25, -0.12], [1.99, -2.52, -0.50], [0.80, 1.11, -0.47], [-1.29, 0.53, 1.30], [-2.26, 0.00, -1.00], [0.64, -0.52, 0.33], [-0.40, -1.69, -0.57], [1.51, 1.11, 0.71], [1.38, -0.97, -0.03], [0.24, -0.91, 0.83], [-0.75, 0.25, 0.59], [0.36, -0.59, -0.14]],
  "nbo_charge": [-0.6264, 0.2220, -0.8163, -0.3706, 0.1737, -0.3219, -0.1686, -0.2772, -0.3647, 0.4675, 0.2105, 0.2287, 0.2208, 0.3588, 0.3540, 0.2329, 0.2355, 0.2414],
  "smiles": "C[C@@]1(N)N=C1c1cccs1",
  "lumo_ev": -0.221,
  "homo_ha": -0.3265,
  "e_above_lowest_kcal_mol": 76.8,
  "fmax_ev_per_a": 4.037,
  "e_tot_ev": -21200.8101,
  "gap_ev": 8.66
}

---

Number 4 is which compound?
C7H8N2S